The following is a DFT calculation (wB97M-V/def2-TZVPD) of a molecular structure, C16H28N6 at a distorted geometry.

Geometry as ORCA input:
```
! wB97M-V def2-TZVPD RIJCOSX def2/J DEFGRID3
* xyz 0 1
C -2.28 -3.38 -0.87
C -2.08 -1.90 -1.23
H -1.08 -1.56 -1.62
H -2.90 -1.64 -2.02
C -2.47 -1.25 -0.11
N -2.44 0.26 -0.15
C -1.28 0.83 0.04
N -0.16 0.24 0.12
C 0.97 0.90 0.23
N 2.14 0.14 0.72
C 1.92 -1.02 1.04
H 2.73 -1.42 1.54
H 1.08 -1.55 1.49
C 1.93 -2.01 -0.19
C 1.75 -3.58 0.01
H 2.54 -3.94 0.84
H 1.72 -4.34 -0.71
H 0.83 -3.77 0.81
H 1.16 -1.66 -0.89
H 2.78 -1.91 -0.71
C 3.34 0.84 0.69
H 3.10 1.98 1.21
C 4.12 0.93 -0.51
C 5.36 1.65 -0.32
H 5.94 1.74 -1.69
H 5.30 2.66 -0.25
H 6.09 1.00 0.26
H 3.51 1.41 -1.36
H 4.26 -0.26 -0.73
H 4.03 0.32 1.62
N 1.19 2.29 -0.02
C 0.04 2.77 -0.46
N -1.10 2.31 -0.42
C 0.17 4.06 -0.68
N 0.25 5.23 -0.91
C -3.53 1.28 -0.56
H -4.10 0.48 -1.49
C -4.47 1.45 0.86
C -3.77 2.37 1.61
H -4.54 2.73 2.50
H -3.32 3.15 1.27
H -3.03 1.88 2.26
H -5.45 1.90 0.24
H -4.85 0.37 1.12
H -3.34 2.06 -1.16
H -3.34 -1.35 0.41
H -1.67 -1.45 0.84
H -2.01 -4.10 -1.82
H -1.58 -3.59 -0.30
H -3.46 -3.58 -0.54
*
```

Calculated values
lowest unoccupied orbital energy = 0.490 eV
Kohn-Sham gap = 0.3297 Ha
highest occupied orbital energy = -8.5 eV
electronic energy = -954.48541 hartree

For reference, the Löwdin charges in units of e are: -0.07 -0.29 0.14 0.15 -0.26 -0.04 -0.28 0.18 -0.16 -0.11 -0.32 0.10 0.12 -0.20 -0.09 0.10 0.02 0.10 0.08 0.03 -0.28 0.19 -0.37 -0.12 0.18 0.01 0.09 0.14 0.16 0.19 0.19 -0.55 0.21 -0.17 0.18 -0.06 0.18 -0.26 -0.19 0.15 0.01 0.09 0.15 0.13 0.03 0.09 0.20 0.13 -0.07 0.16